A 40-piece molecular cluster, H80O40 overall in a non-equilibrium geometry, computed with ωB97M-V/def2-TZVPD.

Atoms and positions in Å:
H: 0.55 5.18 -1.83
H: 1.47 5.74 -2.83
O: 0.53 5.95 -2.49
H: -2.15 -2.42 0.59
H: -2.26 -3.88 0.94
O: -1.70 -3.08 1.19
H: 1.99 -2.01 -3.24
H: 1.34 -1.54 -4.42
O: 1.83 -2.23 -4.12
H: 0.01 2.15 -1.68
H: 1.30 2.07 -2.47
O: 0.31 1.64 -2.45
H: 4.12 -2.83 -2.12
H: 4.94 -1.79 -1.44
O: 4.65 -1.98 -2.42
H: 2.79 0.46 0.98
O: 2.52 1.41 1.07
H: 0.28 -5.14 -3.52
O: -0.09 -5.41 -2.68
H: 0.67 0.05 -2.02
H: 0.59 -0.89 -0.79
O: 0.69 -0.90 -1.75
H: 1.12 -0.02 2.87
H: -0.04 -0.42 2.05
O: 0.93 -0.75 2.19
H: -3.65 0.70 -0.35
H: -3.22 0.88 1.17
O: -3.85 0.76 0.60
H: 1.87 -2.69 -1.95
H: 2.03 -3.96 -2.46
O: 1.62 -3.51 -1.86
H: -0.09 1.83 0.92
O: 0.42 2.33 1.43
H: 3.85 2.63 -3.20
H: 5.15 2.73 -2.76
O: 4.53 3.09 -3.26
H: -4.01 -2.06 1.91
H: -4.21 -3.23 2.67
O: -4.55 -2.77 1.76
H: 1.12 -0.20 5.06
H: -0.26 -0.73 5.39
O: 0.17 0.01 5.02
H: 0.89 3.75 -0.16
H: 2.05 3.13 -0.03
O: 1.43 3.52 -0.81
H: -5.43 -2.20 -1.44
H: -4.39 -1.08 -1.22
O: -4.74 -1.70 -1.83
H: -4.66 3.81 -0.59
H: -3.33 4.25 -0.91
O: -4.11 3.92 -1.26
H: 1.06 -2.87 4.69
O: 0.41 -3.11 5.37
H: -1.84 -0.40 0.81
H: -1.16 0.43 -0.44
O: -1.03 -0.03 0.39
H: 4.93 3.92 2.72
O: 4.52 3.74 1.80
H: 2.22 2.50 4.12
H: 2.90 2.66 5.06
O: 3.20 2.42 4.22
H: -1.46 -3.38 3.10
H: -2.43 -3.97 4.20
O: -2.11 -3.16 3.74
H: 2.00 -5.94 2.62
H: 1.25 -6.59 1.41
O: 1.35 -5.77 2.04
H: -2.67 2.34 -1.27
H: -2.21 2.61 0.16
O: -2.08 2.13 -0.58
H: 2.27 -2.67 0.61
H: 2.26 -1.31 0.74
O: 2.79 -1.97 0.35
H: -1.04 -0.78 -4.19
H: -1.01 -0.81 -5.71
O: -0.44 -0.65 -4.80
H: 3.54 0.43 5.22
H: 3.12 0.02 3.83
O: 3.35 -0.36 4.72
H: 5.11 1.02 -1.57
H: 5.96 0.44 -2.58
O: 5.86 0.58 -1.60
H: -2.87 -5.03 -2.33
H: -3.78 -3.38 -2.25
O: -3.50 -4.33 -2.61
H: -1.11 6.33 0.36
H: -1.93 5.91 1.34
O: -1.30 5.37 0.70
H: 2.94 0.00 -2.07
O: 3.12 0.94 -1.91
H: -2.39 -0.78 -2.85
H: -3.24 -1.67 -3.58
O: -2.97 -0.76 -3.61
H: 0.50 -3.88 5.72
H: 3.19 1.99 1.29
H: 5.35 3.89 1.34
H: 0.26 -6.25 -2.70
H: -0.06 3.12 1.90
H: 3.23 1.12 -0.84
O: -1.45 1.03 3.33
H: -1.93 0.13 3.42
H: -0.78 0.80 4.00
O: -1.06 1.97 -5.70
H: -0.73 2.92 -5.40
H: -0.89 1.32 -4.98
O: -2.14 3.22 2.43
H: -1.22 3.42 2.27
H: -2.06 2.91 3.44
O: -4.39 1.68 -5.07
H: -4.26 1.97 -4.13
H: -4.47 0.72 -5.14
O: -1.36 -2.30 -1.90
H: -1.02 -3.00 -2.32
H: -0.78 -1.46 -1.71
O: 1.79 -3.34 3.27
H: 2.20 -2.51 2.97
H: 1.31 -3.52 2.40
O: -4.20 2.56 3.77
H: -3.55 1.83 3.61
H: -4.12 2.99 2.89

Properties
- E_HOMO: -9.86 eV
- Total energy: -3057.07572 a.u.
- Molar mass: 720.60 g/mol

Here are the Löwdin charges for atoms 1 to 5, given in e: H 0.024; H 0.071; O -0.128; H 0.039; H 0.097